Entry 1:
C16H21BiF5NO7 | ωB97M-V with the def2-TZVPD basis set

The geometry in XYZ format:
```
51
C16H21BiF5NO7, DFT ωB97M-V with the def2-TZVPD basis set
Bi 0.12037 0.91300 0.20522
C 1.92199 -1.39168 -1.21866
C 0.61608 -1.45326 -1.99110
O -0.18267 -0.24025 -1.73734
C -1.61411 -0.45387 -1.93788
C -2.21389 -1.05944 -0.68984
O -1.74816 -0.28284 0.47774
C -1.90066 -1.02533 1.73997
C -1.03033 -0.35532 2.77643
O 0.30905 -0.16524 2.25091
C 1.14996 -1.37940 2.31498
C 2.25343 -1.25881 1.28934
O 1.67402 -0.75838 0.05613
H 2.69245 -0.81651 -1.73137
H 2.26667 -2.41312 -1.05692
H 0.02686 -2.29502 -1.65319
H 0.80474 -1.48752 -3.06311
H -1.75676 -1.13361 -2.77690
H -2.02073 0.52202 -2.18446
H -1.87079 -2.08254 -0.52805
H -3.30046 -0.98525 -0.72015
H -1.59304 -2.05287 1.53664
H -2.94958 -0.96576 2.02939
H -0.98390 -0.96411 3.67842
H -1.38351 0.64165 3.03345
H 0.52640 -2.23563 2.06406
H 1.56422 -1.42746 3.32115
H 2.66897 -2.25123 1.12341
H 3.04337 -0.56737 1.58254
N -2.93756 4.77298 1.54154
C -2.85666 4.11017 0.19572
C -1.88622 2.93866 0.29172
O -1.43773 2.63108 1.42377
O -1.58201 2.34518 -0.76809
H -2.45903 5.67545 1.55858
H -2.45677 4.14172 2.20566
H -3.89857 4.92749 1.85035
H -2.52455 4.82325 -0.55430
H -3.84154 3.74472 -0.08759
F 1.32950 -7.80278 -1.65898
C 0.94056 -6.63243 -1.16266
C -0.09092 -5.92438 -1.75525
F -0.70268 -6.41065 -2.83055
C -0.48080 -4.70540 -1.23165
F -1.49685 -4.02665 -1.83057
C 0.11221 -4.12373 -0.10210
O -0.26230 -2.96403 0.37246
C 1.16134 -4.87336 0.45095
F 1.79901 -4.36445 1.53576
C 1.56929 -6.09450 -0.04934
F 2.56916 -6.74899 0.53135
```

Its spin multiplicity is 1. The total charge is +2. The HOMO-LUMO gap is 0.1928 hartree. The calculation puts the energy above the lowest of the compared OMol25 structures with the same formula, charge and spin at 45.4 kcal per mole. Its lowest unoccupied orbital energy is -0.251 Eh.

Results of the Mulliken charge analysis, in e, for atoms 1 through 2: 1.50 -0.58



Entry 2:
C16H21Cl3OTc | ωB97M-V with the def2-TZVPD basis set

The geometry in XYZ format:
```
42
C16H21Cl3OTc, DFT ωB97M-V with the def2-TZVPD basis set
C 1.63851 -1.01025 -0.39202
C 2.22014 -0.32293 0.74393
C 2.00145 1.09315 0.53889
C 3.00828 -0.96272 1.81610
C 1.49907 1.27138 -0.78752
C 1.27299 0.01031 -1.35703
C 1.05350 -0.25778 -2.80255
C 1.99252 -2.40442 -0.75807
C 2.49297 2.13382 1.46235
C 1.32418 2.56848 -1.49761
Tc 0.31035 -0.63535 1.41191
Cl 0.26025 -0.60066 3.68079
Cl -0.23309 -2.86554 1.52271
Cl -0.90786 1.34986 1.51427
H 2.85235 -2.04319 1.80182
H 2.67330 -0.61673 2.80027
H 4.06846 -0.73412 1.70032
H 2.34382 1.80361 2.49477
H 1.94996 3.07760 1.32392
H 3.56629 2.31280 1.31037
H 0.81200 3.30039 -0.86225
H 0.73715 2.45267 -2.41781
H 2.29058 3.00150 -1.78722
H 0.40647 0.49754 -3.27035
H 0.61614 -1.24904 -2.97540
H 2.00596 -0.22480 -3.35784
H 1.79547 -3.08177 0.07940
H 3.06066 -2.45042 -1.02931
H 1.39183 -2.73741 -1.61368
O -1.60848 -1.17167 -0.70649
H -1.36934 -0.63005 -1.48838
C -5.27341 0.14337 0.36406
C -4.46919 0.99209 -0.41081
C -3.15779 0.63800 -0.66390
C -2.71197 -0.59427 -0.13699
C -3.39767 -1.25979 0.87602
C -4.73819 -0.95487 1.05329
H -6.31799 0.40072 0.51433
H -4.86093 1.91829 -0.82948
H -2.43357 1.31477 -1.11360
H -2.82398 -1.91651 1.51436
H -5.34122 -1.55606 1.73440
```

Its expectation value of S² is 3.770. Its spin multiplicity is 4. The total charge is -2. The HOMO-LUMO gap (alpha / beta) is 0.1509 / 0.1463 hartree. The calculation puts the energy above the lowest of the compared OMol25 structures with the same formula, charge and spin at 0.0 kcal per mole. Its lowest unoccupied orbital energy (alpha / beta) is 0.198 / 0.198 Eh.

Results of the Mulliken charge analysis, in e, for atoms 1 through 2: 1.47 0.28



Entry 3:
C16H21F8N3O5PS2 | ωB97M-V with the def2-TZVPD basis set

The geometry in XYZ format:
```
56
C16H21F8N3O5PS2, DFT ωB97M-V with the def2-TZVPD basis set
C -2.90088 -1.64990 0.35529
O -2.32051 -0.51825 1.06816
C -2.43518 0.68899 0.29793
C -1.39029 1.73027 0.89409
C 0.13770 1.55742 0.57448
S 0.86768 0.19001 -0.41554
O 1.48759 0.83686 -1.64358
O -0.09280 -0.84229 -0.91970
C 2.16888 -0.77850 0.56409
F 3.48863 -0.39623 0.15988
F 2.11639 -0.48027 1.95919
C 2.08815 -2.36500 0.31591
F 3.29869 -2.89577 0.87057
F 2.15271 -2.71451 -1.06621
C 0.89203 -3.11264 1.07900
F 0.21728 -3.93241 0.12360
F -0.07898 -2.26757 1.63509
F 1.38470 -4.02685 2.04969
C 1.06278 2.69469 1.18637
P 2.96139 2.69553 0.85336
S 3.99536 2.08903 2.38921
N 0.59413 3.75604 1.98859
N -0.70235 3.80081 2.24329
C -1.11809 4.94736 3.15499
C 0.20391 5.81778 3.54936
O 0.87035 5.34496 4.50863
C -1.77280 2.96034 1.80762
C -3.31932 3.21157 2.20982
C -3.60024 2.92834 3.78647
F -3.78338 4.51627 1.79270
H -2.83751 -2.54877 1.07098
H -3.99201 -1.38091 0.10997
H -2.31191 -1.94497 -0.58552
H -2.13757 0.53064 -0.81014
H -3.52005 1.03678 0.27690
H 3.27710 4.10334 0.68731
H 3.29374 2.06981 -0.38765
H -1.52996 4.57578 4.15302
H -1.80933 5.68824 2.61810
H 0.48812 6.79983 3.04480
H -4.01074 2.47087 1.66109
H -3.63426 3.88885 4.40252
H -2.75243 2.23622 4.13681
H -4.57271 2.31813 3.88404
C 1.59420 -3.88066 -6.56002
C 1.62372 -5.23992 -5.91346
O 1.62157 -6.27090 -6.56927
N 1.65345 -5.30055 -4.55244
C 1.66100 -4.20733 -3.60550
H 1.57245 -3.99781 -7.64369
H 0.69786 -3.33734 -6.25330
H 2.49013 -3.31675 -6.29162
H 1.67207 -6.24515 -4.19453
H 2.56445 -4.28838 -2.99679
H 0.78585 -4.30934 -2.95895
H 1.63922 -3.23581 -4.09501
```

Its spin multiplicity is 1. The total charge is +1. The HOMO-LUMO gap is 0.1575 hartree. Its lowest unoccupied orbital energy is -0.240 Eh.

Results of the Mulliken charge analysis, in e, for atoms 1 through 2: -0.64 -0.28



Entry 4:
C16H21F8N4O4 | ωB97M-V with the def2-TZVPD basis set

The geometry in XYZ format:
```
53
C16H21F8N4O4, DFT ωB97M-V with the def2-TZVPD basis set
C -1.54475 5.77500 -5.47626
O -1.35012 4.50635 -4.69895
C 0.10446 4.21163 -4.85424
N 0.39450 2.74210 -4.63213
C 0.01062 2.29838 -3.21246
N 0.46098 3.05091 -1.95860
N -0.75206 1.12521 -3.14836
C -1.21350 0.55621 -1.78996
C 0.02887 -0.18446 -0.99630
O 0.01885 0.24733 0.40852
C -0.77496 -0.65112 1.26824
C -2.01723 0.06539 2.05877
F -3.05279 -1.01627 2.26373
F -2.67005 1.04647 1.13106
C -1.67912 0.65316 3.54162
F -2.66296 1.74390 3.89609
F -1.91153 -0.41648 4.58074
C -0.16943 1.22947 3.76926
F 0.89347 0.15815 3.83620
F -0.16371 1.83953 5.15216
C 0.29906 2.42701 2.75556
F -0.79784 3.11846 2.04112
F 0.96928 3.47880 3.60769
H -2.44186 6.41256 -5.04916
H -1.75896 5.46600 -6.59580
H -0.59352 6.47044 -5.41682
H 0.47282 4.53195 -5.92510
H 0.66145 4.90245 -4.08696
H -0.24020 2.24266 -5.32446
H 1.05886 3.87921 -2.20149
H -0.35529 3.32470 -1.36532
H -1.05170 0.61907 -4.03583
H -1.63402 1.49791 -1.19113
H -2.07322 -0.23522 -1.90102
H 0.09338 -1.34140 -1.16397
H 1.02481 0.26494 -1.47565
H -1.27248 -1.44643 0.52932
H -0.08508 -1.31091 1.98499
H 1.16367 2.04578 2.02584
C 2.81168 -6.38406 3.49354
C 3.17414 -5.07402 3.17640
C 2.40983 -4.33627 2.27034
C 1.27672 -4.92142 1.68860
C 0.91495 -6.23901 1.99931
C 1.68872 -6.96786 2.90470
N 0.45468 -4.14244 0.75484
O 0.81842 -2.98668 0.49096
O -0.55774 -4.68320 0.28727
H 3.40753 -6.95342 4.20487
H 4.05156 -4.62645 3.63832
H 2.70553 -3.31650 2.03373
H 0.04089 -6.70717 1.55143
H 1.41440 -7.99035 3.15473
```

Its spin multiplicity is 1. The total charge is +1. The HOMO-LUMO gap is 0.3003 hartree. The calculation puts the energy above the lowest of the compared OMol25 structures with the same formula, charge and spin at 194.3 kcal per mole. Its lowest unoccupied orbital energy is -0.143 Eh.

Results of the Mulliken charge analysis, in e, for atoms 1 through 2: -0.66 -0.32



Entry 5:
C16H21N3O2S | ωB97M-V with the def2-TZVPD basis set

The geometry in XYZ format:
```
43
C16H21N3O2S, DFT ωB97M-V with the def2-TZVPD basis set
C 4.36487 0.80112 -2.59830
H 4.37140 1.72852 -1.88984
H 5.02607 0.13225 -2.37358
C 2.99688 0.17654 -2.30369
N 1.86648 1.17998 -2.61426
S 0.69028 0.24244 -3.41473
O 1.32097 -0.83601 -4.26297
O -0.33962 1.31001 -4.02898
C -0.36940 -0.48029 -2.14012
C 0.16073 -1.66496 -1.40393
N -0.51218 -2.37818 -0.56257
C -1.63128 -1.65782 -0.08235
N -2.08190 -2.18517 1.18661
H -1.55538 -3.22772 1.40252
C -3.14149 -1.77512 2.03152
C -2.25907 -1.25968 3.19693
C -1.68191 0.09891 3.18257
C -1.03957 0.62668 4.13093
C -1.22775 -0.04195 5.38392
C -1.59829 -1.34531 5.48719
C -2.35328 -1.76083 4.40471
H -2.67223 -2.95747 4.46431
H -1.63963 -1.85148 6.42182
H -0.45075 0.33419 6.12835
H -0.94847 1.67552 3.87312
H -1.90160 0.51100 2.16969
H -3.63667 -1.06387 1.64399
H -3.79578 -2.82099 2.35335
C -1.98316 -0.57475 -0.53861
C -1.42244 0.00203 -1.52208
H -1.97000 0.87797 -2.12192
H -3.08488 0.00415 -0.15526
H 1.02065 -2.23500 -1.81640
C 1.60913 2.18879 -1.81187
C 1.65534 3.44004 -2.62791
H 2.48661 3.38306 -3.07746
H 0.77122 3.44971 -3.46848
H 1.49748 4.02208 -1.96012
H 0.51766 1.90681 -1.49099
H 2.26776 1.98360 -1.14823
H 3.10557 -0.24519 -1.17666
H 3.12584 -0.92487 -3.11389
H 4.44175 1.21123 -3.75632
```

Its spin multiplicity is 1. The HOMO-LUMO gap is 0.3233 hartree. The calculation puts the energy above the lowest of the compared OMol25 structures with the same formula, charge and spin at 363.4 kcal per mole. Its lowest unoccupied orbital energy is 0.018 Eh.

Results of the Mulliken charge analysis, in e, for atoms 1 through 2: -1.33 0.25